[1]
This record from OMol25 describes one molecule with the formula C5H5Cl at a distorted geometry. The level of theory is ωB97M-V/def2-TZVPD.

Structure (XYZ):
```
11
Properties=species:S:1:pos:R:3
C -1.5565 -2.4532 -0.5818
C -0.4448 -1.6636 -0.5328
C 0.4215 -0.6690 -0.4394
C 1.3421 0.1730 -0.0502
C 1.0638 1.6682 0.0297
Cl 2.9961 -0.1676 0.1919
H -2.5557 -1.9255 -0.7042
H -1.4333 -3.4448 -0.4776
H 1.7656 2.2407 -0.6031
H 1.1351 1.9544 1.0348
H 0.0513 1.9087 -0.1549
```

E_HOMO = -8.8 eV
HOMO-LUMO gap = 0.3316 Ha
M = 100.55 g mol⁻¹
F_max = 5.99 eV/A
E = -17785.20182 eV
ΔE to the lowest compared entry with this formula, charge and spin = 54.38 kcal per mole



[2]
This record from OMol25 describes C5H5Cl15Cr2O8S2 as an isolated structure at a distorted geometry. The level of theory is ωB97M-V/def2-TZVPD.

Structure (XYZ):
```
37
Properties=species:S:1:pos:R:3
Cr 1.9663 -0.3504 2.6187
Cr 0.1959 2.7037 1.3983
S 0.1548 0.0631 0.5555
O 1.3122 0.8656 1.0718
O 0.1810 -0.3573 -0.8107
O 0.3202 -1.0413 1.5390
O -0.8754 1.0864 0.8353
S 1.4895 2.6477 3.6698
O 1.7477 3.3383 4.8992
O 1.8724 3.3854 2.4463
O 2.1643 1.3169 3.7985
O 0.0546 2.4453 3.3698
C -1.2962 -3.5208 3.8195
Cl -1.9934 -2.8220 5.2938
Cl -2.4676 -3.4246 2.5180
Cl -0.8381 -5.2327 4.0055
H -0.4034 -2.9874 3.5233
C 3.0445 -0.0631 -2.1423
Cl 4.0855 -0.4493 -3.5200
Cl 3.3091 1.6036 -1.6347
Cl 3.3297 -1.1909 -0.7868
H 2.0142 -0.1757 -2.4524
C -0.0008 -2.2546 -3.5096
Cl 1.3086 -3.2154 -2.8599
Cl -1.3657 -3.3109 -3.9246
Cl 0.5191 -1.3194 -4.9291
H -0.3281 -1.5745 -2.7313
C -3.4275 -0.0523 -0.9456
Cl -2.9305 0.3043 -2.6287
Cl -4.8771 -1.0744 -0.9485
Cl -3.7343 1.4528 -0.0977
H -2.6329 -0.6020 -0.4599
C -0.3963 2.6616 -2.1263
Cl -1.7072 3.7481 -2.6936
Cl 0.7098 3.5634 -1.0853
Cl 0.3799 1.9415 -3.5324
H -0.8847 1.8913 -1.5429
```

E_HOMO (alpha / beta) = -9.5 / -10.7 eV
Multiplicity = 9
HOMO-LUMO gap (alpha / beta) = 0.2627 / 0.3128 Ha
M = 893.01 g mol⁻¹
F_max = 3.73 eV/A
E = -287997.25763 eV
ΔE to the lowest compared entry with this formula, charge and spin = 5.80 kcal per mole



[3]
This record from OMol25 describes one molecule with the formula C5H5Cl2N3O2 at a distorted geometry. The level of theory is ωB97M-V/def2-TZVPD.

Structure (XYZ):
```
17
Properties=species:S:1:pos:R:3
C -1.3395 1.3561 0.4154
C 2.1752 0.1334 -0.0929
C -1.2285 0.1226 -0.1658
C 0.3601 -0.7630 1.4060
C -2.1004 -0.2308 -1.3095
N -0.7288 -0.8968 0.4727
N 1.6662 -0.9294 0.7091
N 1.3383 1.0734 -0.0768
O 1.1645 2.3394 -0.2397
O -0.7028 2.4011 0.5010
Cl 3.8079 0.0328 -0.6089
Cl 1.7692 -2.4847 -0.0632
H 0.3934 0.3442 1.7262
H 0.3108 -1.5593 2.1610
H -2.1179 -1.3437 -1.2977
H -1.6575 0.1680 -2.2074
H -3.1103 0.2366 -1.3295
```

E_HOMO (alpha / beta) = -9.3 / -8.7 eV
HOMO-LUMO gap (alpha / beta) = 0.2984 / 0.2824 Ha
M = 210.02 g mol⁻¹
F_max = 7.90 eV/A
E = -38868.05640 eV
ΔE to the lowest compared entry with this formula, charge and spin = 176.33 kcal per mole



[4]
This record from OMol25 describes a 2-piece molecular cluster, C5H5Cl3F3N4 overall at a distorted geometry. The level of theory is ωB97M-V/def2-TZVPD.

Structure (XYZ):
```
20
Properties=species:S:1:pos:R:3
C -1.2013 -0.0427 1.6716
C -1.3981 0.0066 -0.7604
C 0.6719 0.0056 0.3795
C 2.0485 1.5610 0.3973
C 1.3521 -1.3465 0.2210
N 0.0524 0.0882 1.6675
N -1.9714 -0.1977 0.5146
N -0.1172 0.3035 -0.7555
N -2.1143 0.0325 -1.8289
F 2.5299 1.7289 1.6026
F 2.9743 0.9436 -0.3412
F 1.5397 2.6845 -0.1460
Cl 0.2688 -2.6861 0.6418
Cl 1.8669 -1.5037 -1.4049
Cl 2.7172 -1.4344 1.2831
H -1.7864 -0.3677 2.5897
H -2.9413 -0.5886 0.5062
H 0.4889 0.5767 -1.6210
H -3.1658 0.0832 -1.7632
H -1.8146 0.1531 -2.8538
```

E_HOMO = -13.6 eV
HOMO-LUMO gap = 0.3634 Ha
M = 284.48 g mol⁻¹
F_max = 5.01 eV/A
E = -56937.89646 eV
Total charge = +1
ΔE to the lowest compared entry with this formula, charge and spin = 24.40 kcal per mole



[5]
This record from OMol25 describes a 2-piece molecular cluster, C5H5ClF3N3OS overall at a distorted geometry. The level of theory is ωB97M-V/def2-TZVPD.

Structure (XYZ):
```
19
Properties=species:S:1:pos:R:3
F 2.7190 -0.3293 -0.6005
C 2.5037 0.7078 0.1293
F 3.3695 1.6567 -0.2910
F 2.7992 0.5711 1.4597
C 1.0780 1.2523 0.0661
S 0.4068 1.6614 -1.5106
C 0.2877 1.3074 1.1680
N -1.0588 1.6127 1.2493
C -1.5463 2.5379 0.6208
Cl -3.2442 2.7651 0.5525
H 1.4999 1.1611 -2.1928
H 0.7210 0.8547 2.0726
H -1.1204 3.4551 0.1816
N -2.4170 -3.5991 -0.4700
N -1.1034 -3.2239 -0.2243
C -0.2971 -2.4046 -0.5418
O 0.6488 -1.6662 -0.5386
H -2.7543 -4.2027 0.3412
H -2.4922 -4.1173 -1.4716
```

E_HOMO = -8.6 eV
HOMO-LUMO gap = 0.3274 Ha
M = 247.63 g mol⁻¹
F_max = 3.69 eV/A
E = -43291.00804 eV
ΔE to the lowest compared entry with this formula, charge and spin = 0.00 kcal per mole



[6]
This record from OMol25 describes a 2-piece molecular cluster, C5H5ClN2S overall at a distorted geometry. The level of theory is ωB97M-V/def2-TZVPD.

Structure (XYZ):
```
14
Properties=species:S:1:pos:R:3
C -1.9855 1.7954 -0.6390
C -0.1878 0.4699 0.2494
C -3.4113 -0.4950 -0.0685
C 0.7284 -0.7438 0.1186
C -0.9541 0.9766 -0.9247
N -2.8178 2.4360 -0.1305
N -0.2137 0.9088 1.4151
S -2.9767 -1.9798 0.0584
Cl -4.5954 0.4944 0.1961
H 1.3927 -0.8394 0.9509
H 0.0289 -1.7086 0.0354
H 1.2840 -0.9707 -0.8417
H -0.6398 0.8680 -1.9917
H -0.9083 1.6497 1.6995
```

E_HOMO (alpha / beta) = -7.9 / -9.1 eV
HOMO-LUMO gap (alpha / beta) = 0.2232 / 0.3034 Ha
M = 160.63 g mol⁻¹
F_max = 4.08 eV/A
E = -31598.67443 eV
ΔE to the lowest compared entry with this formula, charge and spin = 74.29 kcal per mole



[7]
This record from OMol25 describes one molecule with the formula C5H5ClO at a distorted geometry. The level of theory is ωB97M-V/def2-TZVPD.

Structure (XYZ):
```
12
Properties=species:S:1:pos:R:3
C -1.5132 1.0512 0.3252
C 1.2342 0.1112 -0.0103
C 0.8537 1.3871 0.0128
C -1.3047 -0.3924 0.1668
C 0.0858 -0.9790 -0.2275
O -0.4756 1.7625 0.1059
Cl 2.8520 -0.4150 0.2578
H 1.6183 2.2394 -0.0235
H -1.6723 -0.9072 1.1382
H -2.1012 -0.6622 -0.6227
H 0.1345 -1.2013 -1.3696
H 0.2883 -1.9943 0.2471
```

E_HOMO = -8.4 eV
HOMO-LUMO gap = 0.3268 Ha
M = 116.55 g mol⁻¹
F_max = 2.65 eV/A
E = -19831.80990 eV
ΔE to the lowest compared entry with this formula, charge and spin = 73.87 kcal per mole



[8]
This record from OMol25 describes one molecule with the formula C5H5ClO2. The level of theory is ωB97M-V/def2-TZVPD.

Structure (XYZ):
```
13
Properties=species:S:1:pos:R:3
C 2.3559 0.0308 -0.0022
O 1.3095 -0.9214 -0.0038
C 0.0611 -0.4338 -0.0050
C -1.1159 -1.0968 -0.0062
C -2.1012 -0.0527 0.0041
Cl -3.8063 -0.2811 0.0015
C -1.4556 1.1341 -0.0049
O -0.1032 0.8942 0.0031
H 3.2697 -0.5605 0.0347
H 2.3001 0.6701 -0.8870
H 2.3526 0.6366 0.8858
H -1.2894 -2.1795 -0.0085
H -1.7774 2.1598 -0.0116
```

E_HOMO = -8.3 eV
HOMO-LUMO gap = 0.3385 Ha
M = 132.55 g mol⁻¹
F_max = 0.84 eV/A
E = -21882.15811 eV
ΔE to the lowest compared entry with this formula, charge and spin = 20.53 kcal per mole



[9]
This record from OMol25 describes one molecule with the formula C5H5ClO2 at a distorted geometry. The level of theory is ωB97M-V/def2-TZVPD.

Structure (XYZ):
```
13
Properties=species:S:1:pos:R:3
Cl 1.5235 -1.5389 -1.2976
C 0.0283 -1.6712 -0.3532
C -0.1394 -0.7216 0.8370
O 0.9243 0.1289 1.2014
C 0.7734 1.4316 0.6106
C 0.0863 1.5946 -0.5030
O -0.6042 0.6376 -1.2443
C -0.8371 -0.4592 -0.4980
H -0.3634 -2.7051 -0.2593
H -0.6365 -0.9920 1.7798
H 1.3001 2.2673 1.1458
H -0.1039 2.6454 -0.8432
H -1.9513 -0.6174 -0.5759
```

E_HOMO = -9.0 eV
HOMO-LUMO gap = 0.3598 Ha
M = 132.55 g mol⁻¹
F_max = 4.31 eV/A
E = -21880.36533 eV
ΔE to the lowest compared entry with this formula, charge and spin = 61.88 kcal per mole



[10]
This record from OMol25 describes C5H5CuO6 as an isolated structure at a distorted geometry. The level of theory is ωB97M-V/def2-TZVPD.

Structure (XYZ):
```
17
Properties=species:S:1:pos:R:3
C 2.8261 -0.2266 1.0609
C 1.8831 -1.1495 0.1652
O 1.4556 -2.1635 0.8180
O 3.9303 0.0312 0.7137
H 2.4028 -0.0166 2.0644
H 2.3987 -1.3627 -0.7871
C -1.2793 -0.0671 -0.2009
C -2.0359 0.4864 -1.4113
O -1.9064 1.8903 -1.2418
C -1.2861 2.1813 -0.1069
O -1.0762 1.0252 0.6016
O -0.9769 3.2582 0.2804
O -1.7443 -1.0685 0.3739
H -3.0943 0.2001 -1.4022
H -1.5776 0.1635 -2.3524
Cu -0.6290 -2.8080 1.6232
H 0.7094 -0.3737 -0.1986
```

E_HOMO (alpha / beta) = -14.7 / -14.5 eV
Multiplicity = 2
HOMO-LUMO gap (alpha / beta) = 0.3406 / 0.2522 Ha
M = 224.63 g mol⁻¹
F_max = 6.71 eV/A
E = -62178.01334 eV
Total charge = +1
ΔE to the lowest compared entry with this formula, charge and spin = 52.79 kcal per mole